# 1
Computed, not measured: C32H79Cd2F12N5O8P2S2 as an isolated structure in a non-equilibrium geometry, with ωB97M-V with the def2-TZVPD basis set.

Last column: Mulliken charge in e.
Cartesian coordinates (Å):
Cd (-12.510, -3.234, 12.150)  3.47
Cd (-12.178, -4.237, 17.172)  3.01
S (-12.230, -4.097, 14.582)  2.38
O (-11.482, -4.443, 13.389)  -1.14
O (-11.556, -3.312, 15.578)  -1.21
O (-13.250, -3.336, 13.940)  -2.36
O (-12.696, -5.166, 15.447)  -2.05
P (-11.449, -1.183, 18.703)  1.40
F (-12.511, -0.710, 17.692)  -0.30
F (-11.847, -2.702, 18.359)  -0.64
F (-10.351, -0.953, 17.576)  -0.20
F (-10.274, -1.664, 19.689)  -0.38
F (-11.202, 0.352, 19.103)  -0.36
F (-12.538, -1.118, 19.919)  -0.37
P (-9.631, -3.493, 9.949)  1.63
F (-10.485, -3.948, 8.691)  -0.37
F (-9.429, -5.061, 10.269)  -0.37
F (-8.310, -3.597, 8.975)  -0.42
F (-8.723, -2.925, 11.219)  -0.47
F (-9.911, -1.994, 9.325)  -0.37
F (-10.991, -3.466, 10.855)  -1.24
C (-14.662, -2.234, 16.484)  -0.89
C (-14.962, -3.706, 16.688)  -0.93
N (-14.195, -4.220, 17.846)  1.68
C (-14.699, -5.694, 17.822)  -0.84
C (-14.305, -6.462, 19.136)  -1.42
C (-14.543, -3.465, 19.138)  -0.67
C (-16.028, -3.551, 19.598)  -1.68
H (-15.176, -1.546, 17.154)  0.42
H (-15.035, -2.056, 15.475)  0.33
H (-13.623, -1.937, 16.342)  -0.48
H (-16.019, -3.872, 16.896)  0.85
H (-14.743, -4.346, 15.834)  0.30
H (-15.777, -5.806, 17.710)  0.70
H (-14.217, -6.221, 16.998)  0.08
H (-14.688, -7.477, 19.038)  0.49
H (-13.244, -6.239, 19.250)  0.10
H (-14.877, -6.209, 20.029)  0.32
H (-14.310, -2.409, 18.998)  0.35
H (-13.939, -3.963, 19.895)  0.25
H (-16.638, -2.982, 18.897)  0.33
H (-16.172, -3.215, 20.625)  0.43
H (-16.440, -4.559, 19.534)  0.28
C (-10.188, -1.345, 13.526)  1.08
C (-10.818, -0.654, 12.368)  -2.40
N (-12.238, -1.013, 12.151)  1.17
C (-12.654, -0.477, 10.848)  -0.95
C (-14.100, -0.557, 10.363)  -1.11
C (-13.116, -0.627, 13.280)  0.64
C (-13.095, 0.887, 13.497)  -1.86
H (-9.147, -1.028, 13.573)  0.07
H (-10.151, -2.433, 13.468)  -0.93
H (-10.656, -1.179, 14.496)  0.32
H (-10.700, 0.424, 12.477)  0.65
H (-10.154, -0.805, 11.517)  0.67
H (-12.288, 0.530, 10.645)  0.45
H (-12.040, -0.967, 10.092)  0.29
H (-14.230, -1.606, 10.097)  0.04
H (-14.931, -0.142, 10.933)  0.24
H (-14.126, 0.054, 9.461)  0.48
H (-12.798, -1.119, 14.199)  -0.45
H (-14.141, -0.919, 13.054)  -0.02
H (-13.407, 1.598, 12.732)  0.31
H (-12.128, 1.255, 13.839)  0.37
H (-13.719, 1.089, 14.367)  0.49
C (-7.631, -3.496, 14.506)  1.02
C (-6.977, -2.207, 15.019)  -1.30
N (-5.545, -2.035, 14.642)  0.29
C (-5.315, -2.184, 13.226)  -0.83
C (-6.002, -1.085, 12.341)  -0.69
C (-4.783, -0.949, 15.376)  -0.48
C (-3.249, -0.964, 15.009)  -1.31
H (-7.584, -3.428, 13.419)  0.46
H (-8.695, -3.458, 14.739)  -1.79
H (-7.078, -4.371, 14.848)  0.53
H (-7.617, -1.367, 14.750)  0.48
H (-7.002, -2.262, 16.107)  0.59
H (-4.235, -2.223, 13.087)  0.60
H (-5.599, -3.218, 13.030)  0.24
H (-5.692, -0.066, 12.574)  0.33
H (-5.636, -1.220, 11.324)  0.42
H (-7.078, -1.256, 12.350)  -0.09
H (-4.827, -1.160, 16.445)  0.37
H (-5.238, 0.038, 15.288)  0.40
H (-2.571, -0.454, 15.692)  0.37
H (-3.112, -0.361, 14.111)  0.32
H (-2.932, -1.959, 14.697)  0.36
C (-15.993, -3.752, 12.791)  -1.30
C (-15.442, -4.066, 11.495)  -0.93
N (-14.025, -4.563, 11.378)  1.63
C (-14.020, -5.885, 12.157)  0.01
C (-12.785, -6.679, 11.842)  -1.06
C (-13.799, -4.817, 9.943)  -0.76
C (-14.745, -5.828, 9.201)  -1.56
H (-17.080, -3.766, 12.714)  0.55
H (-15.714, -2.739, 13.084)  0.09
H (-15.665, -4.376, 13.621)  0.12
H (-16.131, -4.824, 11.121)  0.52
H (-15.721, -3.304, 10.767)  0.65
H (-13.913, -5.584, 13.199)  -0.38
H (-14.877, -6.534, 11.979)  0.52
H (-11.813, -6.186, 11.874)  -0.52
H (-12.645, -7.492, 12.555)  0.59
H (-12.864, -7.187, 10.881)  0.37
H (-12.756, -5.110, 9.822)  0.33
H (-13.720, -3.837, 9.471)  0.38
H (-14.391, -5.913, 8.173)  0.48
H (-15.787, -5.513, 9.154)  0.32
H (-14.736, -6.831, 9.627)  0.28
C (-11.248, -7.516, 16.902)  -1.56
C (-10.182, -6.469, 16.917)  -0.85
N (-10.435, -5.334, 17.821)  2.21
C (-10.433, -5.733, 19.237)  -0.88
C (-10.887, -4.717, 20.289)  -1.33
C (-9.318, -4.377, 17.726)  0.58
C (-7.868, -4.883, 17.954)  -1.64
H (-12.232, -7.138, 16.627)  0.07
H (-11.541, -8.016, 17.825)  0.36
H (-10.963, -8.355, 16.268)  0.47
H (-9.272, -6.980, 17.232)  0.58
H (-10.022, -6.195, 15.874)  0.00
H (-11.201, -6.492, 19.394)  0.46
H (-9.487, -6.183, 19.537)  0.47
H (-11.846, -4.210, 20.185)  -0.06
H (-11.118, -5.053, 21.300)  0.47
H (-10.176, -3.926, 20.529)  0.39
H (-9.543, -3.399, 18.151)  0.35
H (-9.351, -4.113, 16.669)  -1.08
H (-7.229, -4.153, 17.458)  0.45
H (-7.511, -5.744, 17.390)  0.25
H (-7.555, -4.945, 18.996)  0.43
C (-7.831, -6.586, 12.266)  0.02
C (-9.135, -7.032, 13.005)  0.60
O (-8.768, -8.055, 13.876)  -0.33
S (-7.183, -8.442, 13.847)  1.07
O (-6.783, -9.332, 12.804)  -0.58
O (-6.700, -8.762, 15.184)  -0.54
O (-6.867, -6.924, 13.266)  -0.40
H (-7.816, -5.501, 12.166)  -0.10
H (-7.678, -7.191, 11.372)  0.48
H (-9.910, -7.348, 12.307)  0.18
H (-9.543, -6.203, 13.584)  -0.36

E_LUMO = -0.02 eV
Relative energy (zero: lowest compared OMol25 entry of this formula, charge and spin) = 113.9 kcal per mole
HOMO level = -7.73 eV



# 2
Computed, not measured: a 6-piece molecular cluster, C32H84F2N5O8PS2 overall in a non-equilibrium geometry, with ωB97M-V with the def2-TZVPD basis set.

Last column: Mulliken charge in e.
Cartesian coordinates (Å):
C (-6.525, 27.839, -6.420)  -1.39
C (-6.709, 29.328, -6.830)  0.21
C (-6.957, 30.286, -5.623)  -0.58
O (-8.289, 30.172, -5.286)  -0.32
C (-8.780, 30.954, -4.232)  -0.75
N (-5.391, 29.776, -7.452)  -0.32
H (-5.427, 30.590, -8.049)  0.37
H (-4.531, 29.851, -6.926)  0.34
H (-5.133, 29.048, -8.103)  0.37
H (-7.533, 27.564, -6.108)  0.32
H (-5.777, 27.734, -5.634)  0.42
H (-6.421, 27.114, -7.228)  0.44
H (-7.576, 29.527, -7.460)  0.32
H (-6.625, 31.293, -5.877)  0.41
H (-6.392, 29.925, -4.764)  0.30
H (-8.657, 30.356, -3.330)  0.23
H (-9.861, 31.060, -4.322)  0.29
H (-8.450, 31.978, -4.057)  0.35
C (-8.110, 15.951, -4.367)  -1.28
C (-9.117, 15.073, -3.666)  0.34
C (-10.635, 15.504, -3.493)  -0.83
O (-11.281, 14.627, -2.582)  -0.36
C (-12.626, 15.002, -2.221)  -0.82
N (-8.917, 13.606, -4.039)  -0.30
H (-7.975, 13.404, -3.736)  0.37
H (-9.614, 12.926, -3.772)  0.32
H (-8.904, 13.406, -5.029)  0.35
H (-8.669, 16.887, -4.378)  0.37
H (-7.800, 15.601, -5.351)  0.35
H (-7.160, 16.216, -3.902)  0.36
H (-8.872, 15.028, -2.605)  0.26
H (-11.156, 15.700, -4.430)  0.48
H (-10.680, 16.375, -2.840)  0.41
H (-13.216, 15.050, -3.136)  0.36
H (-12.769, 16.005, -1.820)  0.31
H (-13.255, 14.305, -1.666)  0.32
C (-6.119, 28.625, 0.000)  -1.45
C (-5.445, 27.672, 0.972)  0.41
C (-4.827, 28.450, 2.149)  -1.00
O (-5.922, 29.050, 2.907)  -0.34
C (-5.494, 29.486, 4.220)  -0.79
N (-6.364, 26.599, 1.579)  -0.26
H (-6.161, 26.364, 2.540)  0.34
H (-7.326, 26.900, 1.522)  0.38
H (-6.209, 25.760, 1.038)  0.27
H (-5.373, 29.235, -0.510)  0.39
H (-6.650, 29.403, 0.547)  0.39
H (-6.860, 28.245, -0.703)  0.41
H (-4.566, 27.144, 0.602)  0.31
H (-4.342, 29.354, 1.780)  0.42
H (-4.138, 27.994, 2.859)  0.56
H (-4.861, 28.821, 4.807)  0.33
H (-6.360, 29.811, 4.797)  0.27
H (-4.834, 30.347, 4.110)  0.34
C (-10.716, 19.679, 2.034)  -1.38
C (-9.492, 20.165, 2.905)  0.24
C (-8.244, 19.224, 2.964)  -0.77
O (-7.779, 18.789, 1.692)  -0.30
C (-6.723, 17.786, 1.788)  -0.85
N (-9.035, 21.420, 2.114)  -0.31
H (-8.297, 21.128, 1.490)  0.25
H (-9.781, 21.877, 1.609)  0.35
H (-8.534, 22.135, 2.624)  0.34
H (-10.910, 18.666, 2.386)  0.37
H (-10.345, 19.411, 1.046)  0.42
H (-11.630, 20.218, 1.781)  0.39
H (-9.792, 20.573, 3.871)  0.36
H (-8.530, 18.387, 3.600)  0.46
H (-7.437, 19.799, 3.419)  0.46
H (-6.186, 17.554, 0.869)  0.28
H (-7.064, 16.824, 2.171)  0.35
H (-5.953, 18.093, 2.495)  0.33
C (1.866, 22.734, -10.780)  -1.26
C (2.047, 21.630, -9.695)  -0.36
C (0.832, 21.636, -8.703)  -0.76
C (0.985, 20.413, -7.701)  -1.05
P (-0.041, 20.576, -6.215)  0.93
C (0.260, 19.069, -5.223)  -1.34
C (-0.384, 18.865, -3.901)  -0.04
C (0.177, 17.665, -3.011)  -0.53
C (-0.061, 17.987, -1.444)  -1.01
C (-1.911, 20.656, -6.487)  -1.42
C (-2.615, 20.291, -7.857)  -0.69
C (-4.223, 20.269, -7.788)  -0.54
C (-4.886, 19.776, -9.087)  -1.26
C (0.426, 21.966, -5.127)  -1.41
C (1.902, 22.094, -4.679)  -0.62
C (1.929, 23.087, -3.434)  -0.78
C (1.310, 22.506, -2.136)  -0.94
H (2.806, 22.978, -11.276)  0.37
H (1.445, 23.607, -10.282)  0.32
H (1.226, 22.543, -11.642)  0.32
H (2.941, 21.774, -9.088)  0.36
H (1.823, 20.645, -10.104)  0.32
H (-0.160, 21.644, -9.154)  0.25
H (0.929, 22.638, -8.284)  0.41
H (1.953, 20.251, -7.227)  0.60
H (0.814, 19.443, -8.169)  0.68
H (1.339, 18.951, -5.125)  0.74
H (-0.143, 18.281, -5.859)  0.49
H (-1.408, 18.558, -4.116)  0.29
H (-0.217, 19.853, -3.472)  -0.18
H (1.189, 17.579, -3.405)  0.40
H (-0.353, 16.748, -3.272)  0.36
H (0.098, 19.053, -1.280)  0.20
H (0.596, 17.559, -0.687)  0.38
H (-1.096, 17.804, -1.158)  0.29
H (-2.183, 21.686, -6.255)  0.58
H (-2.499, 20.268, -5.655)  0.73
H (-2.266, 19.354, -8.291)  0.45
H (-2.349, 21.010, -8.633)  0.24
H (-4.705, 21.227, -7.593)  0.35
H (-4.444, 19.583, -6.971)  0.39
H (-4.397, 20.239, -9.944)  0.30
H (-5.966, 19.861, -9.205)  0.37
H (-4.662, 18.710, -9.046)  0.31
H (-0.393, 21.775, -4.434)  0.75
H (0.135, 22.866, -5.669)  0.67
H (2.546, 22.416, -5.498)  0.41
H (2.326, 21.139, -4.368)  0.34
H (1.398, 23.991, -3.729)  0.36
H (2.947, 23.417, -3.227)  0.44
H (2.081, 21.894, -1.667)  0.31
H (0.522, 21.821, -2.450)  0.10
H (1.135, 23.245, -1.355)  0.39
N (-6.053, 22.396, -0.756)  -0.16
S (-5.997, 22.136, -2.235)  0.96
O (-5.865, 20.787, -2.793)  -0.54
O (-5.531, 23.205, -3.032)  -0.59
F (-7.634, 22.190, -2.266)  -0.36
S (-4.393, 21.986, -0.472)  1.13
O (-3.437, 23.029, -0.728)  -0.60
O (-3.923, 20.619, -0.762)  -0.52
F (-4.471, 22.032, 1.161)  -0.30

Charge = +4
E_LUMO = -7.69 eV
Relative energy (zero: lowest compared OMol25 entry of this formula, charge and spin) = 135.9 kcal per mole
HOMO level = -16.14 eV



# 3
Computed, not measured: a 10-piece molecular cluster, C32H84N16O10 overall in a non-equilibrium geometry, with ωB97M-V with the def2-TZVPD basis set.

Last column: Mulliken charge in e.
Cartesian coordinates (Å):
C (0.939, -2.891, 3.355)  -1.59
C (0.749, -3.730, 2.100)  1.47
C (0.237, -5.115, 2.564)  -1.27
C (-1.255, -5.199, 3.091)  -0.79
C (-2.168, -4.588, 1.957)  -1.29
C (-1.822, -3.097, 1.521)  1.62
N (-0.310, -3.046, 1.259)  -0.18
O (0.103, -1.882, 0.626)  3.01
C (-2.586, -2.869, 0.148)  -2.10
C (-2.312, -2.177, 2.645)  -1.59
C (2.036, -4.088, 1.258)  -1.73
H (1.339, -1.897, 3.157)  0.04
H (1.650, -3.438, 3.973)  0.60
H (0.061, -2.804, 3.996)  0.25
H (0.270, -5.876, 1.784)  0.45
H (0.922, -5.560, 3.286)  0.53
H (-1.470, -4.730, 4.051)  0.37
H (-1.582, -6.230, 3.220)  0.49
H (-3.190, -4.665, 2.328)  0.36
H (-2.198, -5.100, 0.995)  0.54
H (-1.949, -3.288, -0.632)  0.39
H (-3.607, -3.245, 0.074)  0.43
H (-2.584, -1.786, 0.029)  0.08
H (-2.079, -1.183, 2.265)  0.07
H (-3.374, -2.215, 2.889)  0.44
H (-1.978, -2.295, 3.676)  0.39
H (2.549, -4.969, 1.643)  0.40
H (2.817, -3.338, 1.387)  0.25
H (1.921, -4.180, 0.178)  0.21
H (0.192, -1.261, 1.352)  -0.54
C (-5.643, -1.998, -2.987)  -2.23
C (-4.618, -1.037, -3.532)  1.85
C (-4.545, -1.392, -5.022)  -1.42
C (-3.834, -0.343, -5.852)  -0.67
C (-4.484, 1.004, -5.670)  -1.27
C (-4.628, 1.505, -4.220)  2.00
N (-5.066, 0.378, -3.341)  0.23
O (-5.322, 0.753, -1.988)  -0.48
C (-3.356, 2.165, -3.747)  -1.64
C (-5.682, 2.611, -4.349)  -2.18
C (-3.246, -1.338, -2.797)  -1.41
H (-5.249, -3.008, -2.872)  0.33
H (-6.538, -1.976, -3.610)  0.48
H (-5.897, -1.649, -1.986)  0.44
H (-3.971, -2.316, -5.093)  0.41
H (-5.505, -1.675, -5.453)  0.42
H (-3.912, -0.611, -6.905)  0.43
H (-2.760, -0.470, -5.712)  0.29
H (-5.383, 1.060, -6.285)  0.43
H (-3.774, 1.587, -6.258)  0.35
H (-3.052, 3.020, -4.351)  0.42
H (-3.546, 2.422, -2.705)  0.38
H (-2.517, 1.471, -3.703)  0.26
H (-6.663, 2.249, -4.658)  0.53
H (-5.893, 3.057, -3.377)  0.41
H (-5.405, 3.464, -4.969)  0.35
H (-3.407, -1.149, -1.735)  0.20
H (-2.329, -0.846, -3.120)  0.11
H (-3.017, -2.384, -2.998)  0.55
H (-6.256, 0.601, -1.825)  0.34
C (6.112, 0.201, -1.917)  -1.38
C (5.523, 0.545, -0.437)  0.51
C (5.104, -0.632, 0.449)  -0.42
O (4.328, -1.513, -0.315)  -0.56
C (3.005, -1.105, -0.490)  -0.17
N (6.516, 1.401, 0.234)  -0.37
H (6.168, 1.099, -2.532)  0.46
H (5.344, -0.440, -2.351)  0.18
H (7.084, -0.290, -1.975)  0.38
H (4.712, 1.255, -0.599)  -0.30
H (4.602, -0.333, 1.369)  0.23
H (5.881, -1.242, 0.908)  0.53
H (2.876, -0.195, -1.076)  -0.42
H (2.489, -0.934, 0.454)  0.44
H (2.476, -1.988, -0.849)  0.21
H (6.775, 2.030, -0.512)  0.28
H (7.273, 0.793, 0.512)  0.28
C (-2.154, 1.034, -0.208)  -1.15
C (-0.875, 1.918, -0.074)  0.24
C (0.410, 1.235, 0.372)  0.09
O (0.225, 0.684, 1.699)  -0.11
C (1.007, 1.354, 2.691)  -0.68
N (-0.673, 2.453, -1.359)  -0.48
H (-2.440, 0.640, 0.768)  0.25
H (-1.865, 0.223, -0.876)  -0.20
H (-2.927, 1.609, -0.718)  0.76
H (-1.020, 2.740, 0.627)  0.29
H (1.201, 1.983, 0.322)  1.12
H (0.602, 0.358, -0.246)  -1.11
H (2.066, 1.385, 2.432)  0.32
H (0.878, 0.824, 3.634)  0.05
H (0.618, 2.362, 2.836)  0.14
H (-1.615, 2.526, -1.718)  -0.13
H (-0.216, 1.843, -2.022)  0.38
C (0.336, -3.138, -2.665)  0.34
O (0.678, -3.294, -3.824)  -0.85
N (0.444, -4.060, -1.760)  -0.07
N (-0.045, -1.982, -2.155)  1.97
H (0.495, -4.992, -2.148)  0.22
H (0.093, -3.923, -0.823)  -0.09
H (-0.097, -2.013, -1.146)  -1.49
H (0.026, -1.074, -2.591)  -0.47
C (2.000, 0.436, -3.695)  0.41
O (1.161, 0.840, -2.964)  -0.66
N (2.126, -0.760, -4.171)  -0.24
N (3.105, 1.112, -3.940)  -0.37
H (2.951, -0.969, -4.714)  0.16
H (1.368, -1.426, -4.219)  0.09
H (3.985, 0.711, -4.233)  0.20
H (3.184, 2.013, -3.492)  0.31
C (-0.793, 1.319, 5.914)  0.63
O (-1.036, 2.042, 4.945)  -0.86
N (-0.699, 0.049, 5.871)  -0.35
N (-0.829, 1.770, 7.091)  -0.36
H (-0.666, -0.545, 6.688)  0.20
H (-0.745, -0.391, 4.963)  0.22
H (-0.502, 1.209, 7.864)  0.20
H (-0.813, 2.780, 7.103)  0.33
C (2.188, 4.671, -1.682)  0.39
O (2.937, 5.632, -1.823)  -0.73
N (1.126, 4.632, -0.914)  -0.38
N (2.525, 3.468, -2.071)  -0.30
H (0.790, 5.441, -0.412)  0.17
H (0.602, 3.784, -0.751)  0.11
H (1.939, 2.662, -1.909)  0.30
H (3.534, 3.413, -2.080)  0.08
C (6.377, 1.628, 3.725)  0.47
O (7.048, 1.272, 4.665)  -0.70
N (6.898, 2.485, 2.939)  -0.43
N (5.181, 1.154, 3.370)  -0.15
H (6.655, 2.482, 1.958)  0.37
H (7.858, 2.791, 3.002)  0.26
H (4.752, 0.539, 4.046)  0.16
H (4.874, 1.345, 2.427)  0.01
C (-0.798, 5.282, 6.168)  0.64
O (-0.765, 4.667, 7.174)  -0.74
N (-0.987, 6.570, 6.094)  -0.41
N (-0.561, 4.806, 4.975)  -0.22
H (-0.880, 7.002, 5.187)  0.15
H (-0.959, 7.101, 6.953)  0.25
H (-0.623, 5.396, 4.157)  0.20
H (-0.750, 3.825, 4.823)  0.21

SMILES = CC1(C)CCCC(C)(C)N1O.CC1(C)CCCC(C)(C)N1O.COC[C@H](C)N.COC[C@H](C)N.NC(N)=O.NC(N)=O.NC(N)=O.NC(N)=O.NC(N)=O.NC(N)=O
E_LUMO = 0.29 eV
HOMO level = -8.22 eV